# 1
19
Properties=species:S:1:pos:R:3:forces:R:3 method="wB97M-V/def2-TZVPD" total_energy_ev=-11306.0976 smiles="[H]/N=C(/N)N(C#N)C(C)C" lumo_energy_ev=0.5 homo_energy_ev=-9.22 homo_lumo_gap_ha=0.358 relative_energy_kcal_mol=41.1
H 2.54462 2.49103 0.00894 -0.059 -0.617 0.347
N 2.97859 1.57160 0.12608 0.578 -0.423 -0.162
C 2.24239 0.54763 0.04663 -1.842 4.085 -0.443
N 2.67461 -0.70533 0.00926 -3.018 -3.265 -0.508
N 0.70228 0.81931 -0.11418 3.411 -2.002 0.160
C 0.38754 2.07523 -0.29780 -0.450 1.843 0.048
N 0.05292 3.18452 -0.40802 0.334 -0.849 -0.038
C -0.40796 -0.11574 0.07438 -0.489 3.350 1.948
C -1.31194 0.06231 -1.03501 -1.264 1.924 -1.236
C -1.12429 0.27424 1.39050 -0.091 -0.457 0.804
H 3.66138 -0.95328 0.06317 -0.760 0.293 -0.137
H 1.88338 -1.40607 -0.25341 2.792 1.392 0.747
H -0.02551 -1.04959 0.16690 1.183 -2.952 0.149
H -2.05576 -0.64202 -1.06242 -2.079 -1.900 0.411
H -1.83718 1.04375 -0.90942 0.546 -0.658 -0.516
H -0.88534 -0.04399 -2.00480 0.788 0.423 -0.761
H -1.30988 1.37698 1.44714 0.440 -0.910 -0.018
H -0.53893 -0.10872 2.26209 -0.336 0.700 -0.539
H -2.11619 -0.19844 1.48222 0.319 0.023 -0.255

# 2
19
Properties=species:S:1:pos:R:3:forces:R:3 method="wB97M-V/def2-TZVPD" total_energy_ev=-11306.2138 smiles="[H]/N=C/C(=C)C(N)=C(N)N" lumo_energy_ev=0.8 homo_energy_ev=-6.97 homo_lumo_gap_ha=0.284 relative_energy_kcal_mol=38.4
H -1.71809 -2.80521 -1.11839 0.178 -0.032 0.545
N -1.15344 -1.97474 -0.95525 0.104 0.295 -0.097
C -1.37075 -1.38503 0.14869 -2.410 -0.136 -0.225
C -0.97651 -0.03611 0.62463 0.807 -0.503 0.888
C -1.67351 0.40659 1.70432 0.063 -0.278 -0.453
C 0.28253 0.54491 0.24171 0.650 -0.448 -0.125
N 0.89899 1.50000 1.12431 -0.074 0.045 -0.030
C 1.06417 0.14236 -0.82643 0.224 2.098 -0.561
N 0.59850 -0.29813 -2.03889 0.227 -0.347 0.129
N 2.39103 0.54788 -0.84787 0.039 -0.280 0.013
H -2.14519 -1.79538 0.81437 0.279 -0.143 0.060
H -1.38180 1.26840 2.28102 -0.025 0.244 -0.191
H -2.55210 -0.11096 2.05217 -0.072 -0.202 0.029
H 0.40449 2.38775 1.09695 0.091 -0.093 0.077
H 0.91731 1.18001 2.08703 -0.097 0.012 0.000
H -0.24480 -0.87347 -1.95846 0.211 0.034 -0.109
H 1.29847 -0.74244 -2.61599 0.055 -0.065 0.102
H 2.61967 1.16530 -0.07936 -0.125 -0.099 -0.020
H 2.74103 0.87827 -1.73455 -0.127 -0.102 -0.031

# 3
20
Properties=species:S:1:pos:R:3:forces:R:3 method="wB97M-V/def2-TZVPD" total_energy_ev=-22138.6521 smiles="[H]/N=C1/C[N+]([S-])=NNC1(C)C" lumo_energy_ev="-0.1 / -0.1" homo_energy_ev="-7.67 / -7.67" homo_lumo_gap_ha="0.279 / 0.279" relative_energy_kcal_mol=69.8
H -1.20111 -2.35000 0.48924 -0.743 -2.340 -3.437
N -1.01185 -1.66370 1.09988 0.700 3.419 4.372
C -0.56982 -0.51230 0.86187 1.691 -1.072 -2.045
C -0.06396 0.46334 1.90845 -0.275 -1.299 -1.607
N 1.39068 0.60114 1.74139 -1.243 0.431 -2.933
S 2.34705 -0.12517 2.89379 0.684 0.383 -0.048
N 1.71490 1.11240 0.55869 1.212 -1.330 2.892
N 0.70254 1.23505 -0.30716 -0.184 1.151 -1.681
C -0.19911 0.04338 -0.54353 -0.021 -0.287 -0.860
C -1.53740 0.47834 -1.24805 4.439 0.867 1.215
C 0.63925 -0.88344 -1.49080 -1.347 -0.246 2.206
H -0.45322 1.37163 1.52900 -0.761 1.518 0.509
H -0.35643 0.09902 2.84695 -0.033 0.094 1.427
H 1.14317 1.68429 -1.19263 -1.348 -1.247 1.995
H -1.18007 1.11178 -2.00941 -0.024 1.074 -1.229
H -2.00283 1.03805 -0.51377 -2.002 0.877 0.979
H -1.93165 -0.35110 -1.68903 -1.790 -2.130 -0.657
H 1.41128 -1.25586 -0.86871 1.352 -0.197 0.378
H 1.02935 -0.30397 -2.28852 0.220 0.251 -0.939
H 0.12923 -1.79288 -1.77765 -0.525 0.082 -0.535

Copy entry 2 word for word.
19
Properties=species:S:1:pos:R:3:forces:R:3 method="wB97M-V/def2-TZVPD" total_energy_ev=-11306.2138 smiles="[H]/N=C/C(=C)C(N)=C(N)N" lumo_energy_ev=0.8 homo_energy_ev=-6.97 homo_lumo_gap_ha=0.284 relative_energy_kcal_mol=38.4
H -1.71809 -2.80521 -1.11839 0.178 -0.032 0.545
N -1.15344 -1.97474 -0.95525 0.104 0.295 -0.097
C -1.37075 -1.38503 0.14869 -2.410 -0.136 -0.225
C -0.97651 -0.03611 0.62463 0.807 -0.503 0.888
C -1.67351 0.40659 1.70432 0.063 -0.278 -0.453
C 0.28253 0.54491 0.24171 0.650 -0.448 -0.125
N 0.89899 1.50000 1.12431 -0.074 0.045 -0.030
C 1.06417 0.14236 -0.82643 0.224 2.098 -0.561
N 0.59850 -0.29813 -2.03889 0.227 -0.347 0.129
N 2.39103 0.54788 -0.84787 0.039 -0.280 0.013
H -2.14519 -1.79538 0.81437 0.279 -0.143 0.060
H -1.38180 1.26840 2.28102 -0.025 0.244 -0.191
H -2.55210 -0.11096 2.05217 -0.072 -0.202 0.029
H 0.40449 2.38775 1.09695 0.091 -0.093 0.077
H 0.91731 1.18001 2.08703 -0.097 0.012 0.000
H -0.24480 -0.87347 -1.95846 0.211 0.034 -0.109
H 1.29847 -0.74244 -2.61599 0.055 -0.065 0.102
H 2.61967 1.16530 -0.07936 -0.125 -0.099 -0.020
H 2.74103 0.87827 -1.73455 -0.127 -0.102 -0.031